# C30H69BN6O6P

A 3-piece molecular cluster, C30H69BN6O6P overall at a distorted geometry (ωB97M-V with the def2-TZVPD basis set, the OMol25 dataset).

As for the spin multiplicity: 1. The calculated total energy is -2330.4363 Eh. Its LUMO energy is -2.769 eV. The total charge is +1. The value obtained for the orbital gap is 8.39 eV.

Last column: Löwdin charge in e.
CARTESIAN COORDINATES (ANGSTROEM)
C 8.728 -0.180 -4.182  -0.0959
C 9.282 -1.537 -3.700  -0.2572
C 8.277 -2.695 -3.699  -0.2200
C 6.928 -2.397 -3.038  -0.2167
C 7.042 -1.756 -1.640  -0.1887
C 6.163 -2.425 -0.569  -0.2010
C 4.867 -1.658 -0.312  -0.2149
C 3.886 -2.435 0.570  -0.1725
C 2.579 -1.696 0.840  -0.0880
N 1.429 -2.012 -0.070  0.0414
C 1.423 -3.239 -0.847  -0.0772
C 2.290 -3.131 -2.078  -0.2225
O 2.514 -2.081 -2.589  0.0933
C 0.437 -1.167 -0.148  -0.3614
N -0.680 -1.233 -0.875  0.1821
C -1.809 -0.853 0.047  -0.1860
C -3.066 -0.304 -0.650  -0.1074
C -2.997 0.842 -1.659  -0.1689
C -2.408 0.500 -3.045  -0.1746
C -1.689 1.668 -3.711  -0.2719
O -2.583 2.544 -4.380  -0.0589
B -2.333 -2.232 0.706  -0.5922
N -3.364 -2.353 1.685  0.2128
O -1.782 -3.388 0.181  0.1436
C -1.029 0.101 1.048  -0.4236
O -1.504 1.408 1.002  0.0105
C -1.044 -0.403 2.489  -0.1190
C -0.229 0.453 3.454  -0.1801
C -0.525 0.101 4.913  -0.1879
C -0.002 -1.275 5.346  -0.2777
N -1.016 -2.006 6.117  -0.0038
N 0.425 0.022 0.615  -0.0727
P 0.917 1.325 -0.423  0.7960
N 1.081 2.654 0.364  -0.2377
H 7.646 -0.189 -4.305  0.0565
H 9.179 0.114 -5.128  0.0675
H 8.956 0.607 -3.463  0.0696
H 10.114 -1.814 -4.349  0.1009
H 9.717 -1.413 -2.707  0.0912
H 8.731 -3.526 -3.150  0.1111
H 8.124 -3.024 -4.729  0.1107
H 6.372 -3.335 -2.961  0.0987
H 6.346 -1.743 -3.692  0.0962
H 6.763 -0.702 -1.708  0.1126
H 8.077 -1.812 -1.305  0.1044
H 5.939 -3.459 -0.848  0.1078
H 6.717 -2.460 0.373  0.1151
H 5.123 -0.742 0.231  0.1248
H 4.407 -1.348 -1.250  0.0981
H 3.736 -3.451 0.201  0.1049
H 4.369 -2.551 1.543  0.1297
H 2.219 -1.929 1.845  0.1313
H 2.763 -0.625 0.818  0.1066
H 0.411 -3.480 -1.179  0.1248
H 1.741 -4.069 -0.217  0.1404
H 2.658 -4.078 -2.492  0.1400
H -0.844 -1.993 -1.519  0.1438
H -3.569 -1.151 -1.134  0.1358
H -3.717 0.005 0.172  0.1312
H -4.036 1.141 -1.819  0.1203
H -2.497 1.714 -1.237  0.1022
H -1.785 -0.395 -3.028  0.0964
H -3.244 0.272 -3.713  0.1059
H -0.969 1.329 -4.456  0.1219
H -1.126 2.253 -2.972  0.0868
H -3.395 2.621 -3.867  0.0773
H -3.809 -1.494 1.976  0.0843
H -3.105 -2.891 2.501  0.1021
H -2.424 -4.110 0.173  0.1246
H -0.762 2.032 1.122  0.0626
H -0.634 -1.422 2.517  0.1227
H -2.075 -0.430 2.837  0.1225
H 0.841 0.332 3.270  0.1155
H -0.469 1.509 3.321  0.1160
H -1.603 0.176 5.093  0.1032
H -0.074 0.870 5.542  0.1144
H 0.844 -1.119 6.017  0.1099
H 0.331 -1.847 4.470  0.0894
H -1.939 -1.865 5.727  0.0495
H -0.832 -2.999 6.135  0.0615
H 2.097 0.740 -0.897  0.0301
H 0.024 1.367 -1.496  0.0194
H 0.514 3.399 -0.029  -0.0015
C -7.273 3.063 -6.451  -0.0730
C -6.538 2.331 -5.343  -0.2868
O -6.616 0.918 -5.422  -0.1636
C -6.087 0.332 -6.601  -0.2755
C -4.611 0.615 -6.808  -0.0728
H -8.325 2.775 -6.464  0.0841
H -7.209 4.139 -6.290  0.0796
H -6.852 2.851 -7.434  0.0687
H -6.984 2.581 -4.380  0.1175
H -5.490 2.658 -5.307  0.0942
H -6.666 0.636 -7.480  0.1096
H -6.246 -0.739 -6.477  0.1177
H -4.409 1.678 -6.939  0.0705
H -4.241 0.095 -7.692  0.0801
H -4.042 0.276 -5.940  0.0590
C -2.358 4.465 9.406  -0.0766
C -1.543 4.031 8.201  -0.2802
O -1.796 2.701 7.777  -0.1672
C -3.125 2.414 7.386  -0.2864
C -3.621 3.247 6.215  -0.0785
H -2.185 3.793 10.247  0.0828
H -2.070 5.474 9.703  0.0789
H -3.428 4.475 9.198  0.0667
H -0.482 4.046 8.450  0.1182
H -1.684 4.734 7.372  0.1068
H -3.812 2.504 8.235  0.1096
H -3.113 1.360 7.104  0.1087
H -3.663 4.310 6.454  0.0678
H -4.627 2.932 5.935  0.0764
H -2.963 3.124 5.353  0.0717

---

# C4H5N2O

An isolated ion of composition C4H5N2O and charge +1 at a distorted geometry (ωB97M-V with the def2-TZVPD basis set, the OMol25 dataset).

As for the spin multiplicity: 1. The calculated total energy is -339.6131 Eh. Its LUMO energy (alpha / beta) is -7.571 / -6.919 eV. The total charge is +1. The value obtained for the orbital gap (alpha / beta) is 7.54 / 8.55 eV. Its energy relative to the best compared isomer or geometry (same formula, charge and spin) is 666.5 kJ/mol.

Last column: Löwdin charge in e.
CARTESIAN COORDINATES (ANGSTROEM)
C 1.647 0.373 0.053  -0.1914
C -0.821 -0.733 -0.096  0.0538
C -1.206 -1.954 -0.003  0.1945
C 0.480 1.311 -0.047  -0.0297
N 1.505 -0.815 0.355  0.2593
N -0.878 0.599 -0.032  -0.1800
O -1.830 1.325 0.147  0.1941
H 2.595 0.931 -0.103  0.1577
H -1.793 -2.551 -0.604  0.0897
H -0.509 -2.532 0.663  0.1426
H 0.385 2.003 0.688  0.0981
H 0.425 2.044 -1.021  0.2113

---

# C19H26BrF8FeN5O3Te

C19H26BrF8FeN5O3Te as an isolated structure at a distorted geometry (ωB97M-V with the def2-TZVPD basis set, the OMol25 dataset).

As for the spin multiplicity: 1. The calculated total energy is -6143.8946 Eh. Its LUMO energy (alpha / beta) is -0.446 / -0.429 eV. The value obtained for the orbital gap (alpha / beta) is 8.42 / 8.44 eV.

Last column: Löwdin charge in e.
CARTESIAN COORDINATES (ANGSTROEM)
Fe 0.270 0.067 -0.359  0.5332
N -1.998 -0.433 2.456  -0.0630
C -2.278 0.753 1.650  -0.1777
C -1.212 1.824 1.760  -0.1350
N 0.124 1.510 1.179  -0.1889
C 0.658 2.747 0.556  -0.1786
C 1.969 2.497 -0.174  -0.1790
N 1.921 1.183 -0.859  0.0127
C 1.081 1.066 2.223  -0.1564
C 0.999 -0.424 2.442  -0.1819
N 1.126 -1.087 1.122  -0.0170
H -2.115 -1.895 1.198  0.0611
H -2.874 -0.834 2.772  0.1223
H -3.195 1.201 2.043  0.1384
H -2.481 0.515 0.604  0.0686
H -1.086 2.099 2.812  0.1274
H -1.596 2.702 1.238  0.1290
H 0.791 3.529 1.314  0.1403
H -0.088 3.096 -0.149  0.0659
H 2.822 2.524 0.503  0.1083
H 2.112 3.296 -0.903  0.1208
H 2.835 0.745 -0.850  0.1126
H 1.676 1.388 -1.839  0.0603
H 0.916 1.611 3.157  0.1326
H 2.087 1.310 1.887  0.1064
H 0.034 -0.693 2.861  0.0879
H 1.778 -0.749 3.134  0.1263
H 0.690 -2.001 1.195  0.0807
H 2.104 -1.238 0.894  0.1102
F -4.174 -2.332 -2.337  -0.4121
Te -2.821 -1.348 -1.531  1.8907
F -3.850 -1.809 0.144  -0.5290
F -2.016 -3.148 -1.319  -0.5234
F -2.142 -1.228 -3.361  -0.4993
F -4.064 0.117 -1.792  -0.4988
O -1.373 -1.452 1.669  -0.1475
F 2.666 -3.928 -5.447  0.1465
C 1.462 -4.177 -4.896  -0.5851
F 1.476 -5.441 -4.456  0.1484
F 0.554 -4.093 -5.876  0.1641
C 1.170 -3.193 -3.792  -0.0859
C 1.134 -1.840 -4.083  0.0412
C 0.864 -0.951 -3.065  -0.0745
N 0.650 -1.340 -1.796  0.0045
C 0.667 -2.651 -1.540  -0.1171
C 0.927 -3.611 -2.501  0.0354
H 1.292 -1.472 -5.087  0.1383
H 0.801 0.108 -3.266  0.0965
H 0.419 -2.963 -0.539  0.1019
H 0.908 -4.657 -2.237  0.1314
Br -0.607 5.176 -2.179  0.7855
C -1.922 4.098 -3.040  -0.5905
C -3.010 4.747 -3.598  -0.1343
C -3.994 3.999 -4.226  -0.0781
C -3.888 2.618 -4.283  -0.0571
C -2.801 1.980 -3.707  -0.0214
C -1.800 2.715 -3.080  -0.1592
C -0.615 1.989 -2.502  -0.6051
O 0.500 2.159 -3.016  -0.0125
O -0.869 1.216 -1.516  -0.1184
H -3.083 5.824 -3.540  0.0949
H -4.845 4.501 -4.667  0.1047
H -4.657 2.029 -4.763  0.1120
H -2.723 0.902 -3.733  0.0856

---

# C34H53AsBrP2S4SiTcTe

C34H53AsBrP2S4SiTcTe as an isolated structure at a distorted geometry (ωB97M-V with the def2-TZVPD basis set, the OMol25 dataset).

As for the spin multiplicity: 1. The calculated total energy is -9050.5579 Eh. Its LUMO energy (alpha / beta) is -6.955 / -6.968 eV. The total charge is +2. The value obtained for the orbital gap (alpha / beta) is 6.38 / 6.37 eV. Its energy relative to the best compared isomer or geometry (same formula, charge and spin) is 53.7 kJ/mol.

Last column: Löwdin charge in e.
CARTESIAN COORDINATES (ANGSTROEM)
Tc 0.843 1.223 0.398  0.0296
S -1.434 6.276 1.080  0.0014
As 0.232 6.682 -0.305  0.3947
S 1.588 4.813 0.075  0.0253
S 0.253 3.308 0.217  0.0217
S -1.675 5.810 -0.967  -0.0214
C 1.212 0.209 4.067  -0.2122
P 0.851 1.499 2.834  0.7826
C -0.575 2.359 3.561  -0.2308
C 2.230 2.669 3.107  -0.3903
C 2.277 3.520 4.207  -0.0650
C 3.320 4.427 4.347  -0.0390
C 4.344 4.460 3.411  -0.0416
C 4.323 3.589 2.331  -0.0738
C 3.269 2.693 2.176  -0.4031
P 3.127 1.562 0.763  0.7089
C 4.222 2.265 -0.496  -0.2721
C 4.016 0.056 1.244  -0.2193
H 1.531 0.707 4.983  0.0661
H 2.003 -0.460 3.730  0.0446
H 0.322 -0.379 4.276  0.0228
H -0.400 2.566 4.616  0.0557
H -1.465 1.733 3.485  0.0322
H -0.749 3.293 3.026  0.0348
H 1.499 3.503 4.961  0.1068
H 3.331 5.108 5.188  0.1207
H 5.154 5.171 3.519  0.1209
H 5.135 3.625 1.614  0.1065
H 3.894 3.263 -0.778  0.0236
H 4.236 1.628 -1.380  0.0203
H 5.237 2.308 -0.104  0.0602
H 5.009 0.311 1.616  0.0684
H 4.112 -0.596 0.373  0.0572
H 3.464 -0.481 2.014  0.0230
C -0.455 -4.107 -0.968  -0.1040
C -1.736 -3.258 -0.940  -0.6246
C -1.794 -2.468 -2.256  -0.0872
C -2.957 -4.205 -0.868  -0.0671
Si -1.852 -2.118 0.551  0.7249
C -2.856 -0.535 0.330  -0.6081
C -4.251 -0.945 -0.202  -0.0591
C -3.057 0.227 1.643  -0.0864
C -2.233 0.445 -0.648  -0.1034
C -1.947 -2.906 2.251  -0.6243
C -1.073 -4.169 2.322  -0.0856
C -3.417 -3.295 2.519  -0.0617
C -1.467 -1.955 3.356  -0.1108
H -0.511 -4.777 -1.834  0.1008
H -0.335 -4.732 -0.084  0.0653
H 0.444 -3.495 -1.074  0.0220
H -1.691 -3.172 -3.090  0.1052
H -0.979 -1.744 -2.332  0.0453
H -2.740 -1.942 -2.393  0.0729
H -2.981 -4.819 -1.774  0.1030
H -3.910 -3.665 -0.808  0.0788
H -2.895 -4.885 -0.014  0.0741
H -4.749 -1.664 0.458  0.0838
H -4.207 -1.378 -1.203  0.0710
H -4.883 -0.054 -0.258  0.1026
H -3.604 -0.354 2.387  0.0762
H -3.647 1.128 1.437  0.1063
H -2.101 0.544 2.071  0.0386
H -1.991 0.019 -1.617  0.0597
H -1.313 0.878 -0.229  -0.0095
H -2.917 1.285 -0.812  0.1123
H -1.411 -4.944 1.632  0.0712
H -1.144 -4.584 3.332  0.0989
H -0.020 -3.954 2.118  0.0788
H -3.822 -3.969 1.759  0.0760
H -4.073 -2.420 2.582  0.0732
H -3.471 -3.815 3.482  0.1044
H -0.496 -1.531 3.103  0.0058
H -1.363 -2.522 4.287  0.1061
H -2.167 -1.144 3.546  0.0665
Br 0.575 -1.293 0.506  0.4862
Te 1.445 1.418 -2.305  1.4403
C 2.351 -0.241 -3.219  -0.5178
C 1.955 -1.548 -2.958  -0.1589
C 2.507 -2.587 -3.696  -0.0575
C 3.454 -2.318 -4.678  -0.0503
C 3.868 -1.012 -4.913  -0.0546
C 3.313 0.035 -4.186  -0.1344
C -0.320 1.472 -3.460  -0.5031
C -1.031 2.666 -3.451  -0.1574
C -2.151 2.808 -4.263  -0.0628
C -2.546 1.763 -5.088  -0.0583
C -1.826 0.574 -5.095  -0.0566
C -0.710 0.422 -4.278  -0.1283
H 1.239 -1.760 -2.175  0.0187
H 2.192 -3.608 -3.511  0.1132
H 3.872 -3.130 -5.261  0.1178
H 4.614 -0.805 -5.670  0.1173
H 3.626 1.054 -4.378  0.0988
H -0.717 3.491 -2.820  0.0581
H -2.700 3.743 -4.263  0.1138
H -3.407 1.878 -5.736  0.1157
H -2.121 -0.236 -5.752  0.1158
H -0.149 -0.505 -4.301  0.0926